1.
The following is a DFT calculation (the ωB97M-V functional and the def2-TZVPD basis) of a structure of composition C21H26ClNOP2Pt at a distorted geometry.

Geometry as XYZ:
```
53
C21H26ClNOP2Pt | OMol25 | the ωB97M-V functional and the def2-TZVPD basis
C -1.850 2.813 -2.228
C -1.506 1.563 -1.738
C -0.137 1.160 -1.867
C 0.869 2.151 -1.975
C 0.501 3.405 -2.480
C -0.848 3.706 -2.658
C 2.177 1.795 -1.373
C 2.538 0.390 -1.681
C 1.473 -0.545 -1.609
C 1.751 -1.891 -1.222
C 3.048 -2.362 -1.383
C 4.072 -1.475 -1.771
C 3.834 -0.110 -1.858
H -2.905 3.095 -2.264
H 1.289 4.127 -2.697
H -1.139 4.655 -3.108
H 2.975 2.489 -1.654
H 3.251 -3.420 -1.207
H 5.071 -1.874 -1.960
H 4.641 0.605 -2.045
N 0.187 -0.167 -1.858
Pt -0.095 0.023 1.712
C -2.459 0.643 -1.015
H -2.312 -0.390 -1.356
H -3.501 0.956 -1.193
C 0.636 -2.698 -0.614
H -0.277 -2.587 -1.214
H 0.915 -3.761 -0.568
P -2.223 0.577 0.839
P 0.103 -2.212 1.116
C 1.357 -2.990 2.184
H 1.078 -2.861 3.237
H 1.448 -4.063 1.969
H 2.326 -2.507 2.017
C -1.387 -3.243 1.356
H -1.114 -4.309 1.339
H -1.859 -3.013 2.320
H -2.104 -3.049 0.550
C -2.649 2.241 1.417
H -3.586 2.577 0.952
H -2.771 2.219 2.507
H -1.838 2.933 1.168
C -3.610 -0.460 1.408
H -3.564 -0.572 2.499
H -4.560 0.024 1.138
H -3.562 -1.451 0.942
C -0.688 -0.282 3.461
O -1.076 -0.486 4.538
H 1.929 1.751 -0.234
Cl 0.856 3.003 1.521
C 1.414 1.380 2.045
H 1.583 1.419 3.127
H 2.297 1.076 1.467
```

Summary:
LUMO (alpha / beta) in eV: -6.20 / -10.13
Multiplicity: 5
Charge: +2
E in eV: -60065.3002

***

2.
The following is a DFT calculation (the ωB97M-V functional and the def2-TZVPD basis) of a cluster of 10 separate species, C40H80F12O14 in total at a distorted geometry.

Geometry as XYZ:
```
146
C40H80F12O14 | OMol25 | the ωB97M-V functional and the def2-TZVPD basis
C -6.639 3.932 -2.278
C -5.414 4.046 -3.173
O -5.228 2.785 -3.919
C -4.658 1.807 -3.263
O -4.226 1.852 -2.098
C -4.668 0.541 -4.052
F -3.679 -0.279 -3.776
F -5.886 -0.052 -3.752
F -4.704 0.678 -5.380
H -6.862 4.872 -1.778
H -6.517 3.135 -1.519
H -7.546 3.751 -2.858
H -4.553 4.208 -2.526
H -5.579 4.819 -3.945
C -1.109 4.718 -2.134
C -1.518 3.643 -3.147
O -2.336 4.312 -4.107
C -2.715 3.538 -5.112
O -2.485 2.319 -5.171
C -3.292 4.293 -6.323
F -4.377 4.960 -5.971
F -2.394 5.157 -6.825
F -3.598 3.390 -7.238
H -0.785 5.650 -2.613
H -0.221 4.370 -1.572
H -1.958 5.008 -1.532
H -2.051 2.776 -2.700
H -0.650 3.246 -3.702
C 1.112 -0.045 5.108
C -0.322 0.251 5.431
O -0.451 1.657 5.812
C -1.612 2.173 5.786
O -2.654 1.600 5.316
C -1.646 3.538 6.445
F -0.700 4.335 6.017
F -2.837 4.097 6.200
F -1.539 3.356 7.757
H 1.703 0.043 5.986
H 1.538 0.665 4.346
H 1.226 -1.013 4.672
H -0.748 -0.313 6.278
H -0.808 0.125 4.473
C -2.628 -1.615 -0.796
C -1.905 -0.300 -1.101
O -0.885 -0.059 -0.133
C -0.588 1.235 0.043
O -1.105 2.167 -0.564
C 0.284 1.559 1.285
F -0.361 2.347 2.147
F 0.673 0.479 1.921
F 1.329 2.219 0.786
H -3.411 -1.744 -1.547
H -3.179 -1.585 0.141
H -1.983 -2.470 -0.729
H -2.597 0.558 -1.109
H -1.428 -0.313 -2.112
C -0.767 -2.366 2.376
C -2.191 -1.857 2.734
O -2.352 -0.508 2.245
C -3.697 -0.023 2.389
C -3.753 1.374 1.831
H -0.688 -2.468 1.321
H -0.045 -1.705 2.892
H -0.653 -3.387 2.709
H -2.965 -2.489 2.265
H -2.402 -1.810 3.794
H -4.373 -0.653 1.846
H -4.014 -0.011 3.460
H -3.586 1.310 0.743
H -2.946 1.933 2.340
H -4.707 1.795 2.000
C 5.128 0.073 2.028
C 4.970 0.505 0.549
O 5.105 -0.506 -0.425
C 6.452 -0.910 -0.611
C 6.521 -2.011 -1.656
H 5.375 0.914 2.683
H 4.241 -0.433 2.445
H 5.960 -0.584 2.137
H 3.968 0.824 0.339
H 5.606 1.374 0.287
H 7.058 -0.034 -0.885
H 6.911 -1.243 0.305
H 5.932 -1.783 -2.513
H 6.171 -2.959 -1.214
H 7.524 -2.290 -1.861
C 1.815 -2.010 -0.333
C 1.801 -2.924 -1.495
O 2.899 -3.817 -1.388
C 3.004 -4.677 -2.465
C 4.382 -5.329 -2.376
H 2.598 -1.289 -0.496
H 0.891 -1.426 -0.269
H 2.074 -2.506 0.617
H 0.828 -3.439 -1.549
H 1.924 -2.424 -2.447
H 2.163 -5.380 -2.397
H 2.995 -4.227 -3.472
H 4.507 -6.115 -3.098
H 4.509 -5.799 -1.410
H 5.109 -4.534 -2.554
C 1.597 0.712 -3.111
C 0.898 0.226 -4.385
O 0.285 -0.984 -4.068
C -0.447 -1.522 -5.169
C -1.057 -2.873 -4.844
H 2.113 1.641 -3.397
H 0.850 0.983 -2.365
H 2.358 -0.028 -2.799
H 0.072 0.934 -4.604
H 1.555 0.145 -5.244
H -1.236 -0.850 -5.491
H 0.249 -1.599 -6.019
H -1.224 -3.444 -5.739
H -2.022 -2.847 -4.348
H -0.386 -3.442 -4.226
C -2.720 -5.412 0.274
C -1.314 -5.128 0.036
O -0.455 -5.667 1.032
C 0.902 -5.466 0.647
C 1.789 -6.119 1.636
H -3.250 -4.910 -0.539
H -3.000 -6.468 0.294
H -3.107 -4.921 1.166
H -1.019 -5.572 -0.934
H -1.168 -4.036 -0.001
H 1.019 -5.921 -0.339
H 1.180 -4.426 0.588
H 2.808 -5.760 1.551
H 1.874 -7.207 1.579
H 1.431 -5.949 2.659
C 2.365 4.890 2.558
C 2.067 4.412 3.973
O 3.205 3.615 4.398
C 3.026 3.267 5.714
C 4.072 2.269 6.174
H 2.758 4.011 2.103
H 1.480 5.217 2.025
H 3.160 5.619 2.555
H 1.898 5.209 4.682
H 1.146 3.831 3.960
H 3.138 4.138 6.439
H 1.991 2.836 5.929
H 5.059 2.715 6.020
H 4.044 1.332 5.604
H 3.902 1.956 7.206
```

Summary:
LUMO in eV: 0.48
E in eV: -104050.2493
SMILES: CCOC(=O)C(F)(F)F.CCOC(=O)C(F)(F)F.CCOC(=O)C(F)(F)F.CCOC(=O)C(F)(F)F.CCOCC.CCOCC.CCOCC.CCOCC.CCOCC.CCOCC

***

3.
The following is a DFT calculation (the ωB97M-V functional and the def2-TZVPD basis) of a cluster of 4 separate species, C17H42O8P2S in total at a distorted geometry.

Geometry as XYZ:
```
70
C17H42O8P2S | OMol25 | the ωB97M-V functional and the def2-TZVPD basis
C -2.087 2.319 2.231
C -2.599 0.856 2.682
O -3.668 0.352 2.245
O -1.716 0.159 3.582
C -1.141 -0.929 2.756
C 0.131 -1.605 3.452
C 1.558 -1.016 3.001
P 1.538 0.779 2.408
P 1.061 0.892 0.270
S 1.546 -0.699 -0.748
H -2.501 2.485 1.175
H -2.406 3.129 2.966
H -0.934 2.269 2.204
H -0.985 -0.605 1.672
H -1.970 -1.735 2.725
H 0.127 -2.714 3.127
H 0.035 -1.558 4.589
H 2.246 -1.085 3.928
H 2.034 -1.667 2.177
H 2.929 1.193 2.466
H 1.804 2.035 -0.235
H -0.334 1.245 0.171
C 4.241 -6.302 -1.382
O 3.652 -6.793 -0.186
C 4.254 -6.239 0.981
C 3.379 -5.150 1.591
O 3.313 -4.005 0.744
C 2.089 -3.935 0.024
H 3.615 -6.610 -2.221
H 4.309 -5.212 -1.383
H 5.237 -6.737 -1.512
H 5.257 -5.858 0.762
H 4.355 -7.055 1.705
H 3.830 -4.823 2.534
H 2.376 -5.532 1.813
H 1.275 -3.660 0.703
H 1.855 -4.879 -0.473
H 2.185 -3.158 -0.737
C 4.389 6.972 -2.819
O 4.359 5.793 -3.610
C 4.939 4.675 -2.941
C 3.867 3.737 -2.399
O 3.134 4.347 -1.337
C 1.858 4.809 -1.756
H 3.765 7.724 -3.304
H 4.000 6.796 -1.813
H 5.413 7.354 -2.760
H 5.612 5.003 -2.142
H 5.536 4.135 -3.682
H 4.353 2.850 -1.982
H 3.195 3.406 -3.199
H 1.191 3.956 -1.922
H 1.922 5.412 -2.665
H 1.440 5.429 -0.960
C -6.011 -1.688 -1.546
O -6.436 -1.362 -0.231
C -5.831 -0.162 0.252
C -6.802 1.011 0.187
O -7.090 1.371 -1.164
C -8.360 0.899 -1.589
H -6.649 -2.492 -1.921
H -6.096 -0.835 -2.224
H -4.977 -2.046 -1.525
H -4.910 0.061 -0.296
H -5.565 -0.339 1.296
H -6.333 1.882 0.654
H -7.723 0.789 0.738
H -9.153 1.484 -1.111
H -8.495 -0.161 -1.365
H -8.430 1.036 -2.670
```

Summary:
LUMO in eV: 0.41
Energy relative to the best compared isomer or geometry (same formula, charge and spin) in eV: 1.737
E in eV: -64096.8683
SMILES: CC(=O)OCCCP[PH2]=S.COCCOC.COCCOC.COCCOC

***

4.
The following is a DFT calculation (the ωB97M-V functional and the def2-TZVPD basis) of a structure of composition C51H49N5O8SSeSrTe at a distorted geometry.

Geometry as XYZ:
```
117
C51H49N5O8SSeSrTe | OMol25 | the ωB97M-V functional and the def2-TZVPD basis
Sr -0.121 0.670 -0.954
C 2.190 -2.452 -1.600
O 0.914 -2.065 -1.101
C -0.151 -2.804 -1.476
C -0.112 -3.827 -2.416
C -1.236 -4.605 -2.647
C -2.416 -4.372 -1.954
C -2.477 -3.326 -1.050
C -1.362 -2.525 -0.807
N -1.362 -1.402 0.033
N -2.239 -1.422 0.947
C -2.320 -0.370 1.810
C -1.288 0.630 1.931
O -0.237 0.620 1.258
C -1.511 1.672 2.918
C -2.635 1.739 3.661
C -3.662 0.747 3.559
C -4.832 0.822 4.332
C -5.820 -0.127 4.227
C -5.650 -1.194 3.332
C -4.519 -1.285 2.557
C -3.491 -0.321 2.644
H 2.250 -2.268 -2.674
H 2.378 -3.508 -1.376
H 2.910 -1.830 -1.076
H 0.779 -3.980 -3.008
H -1.188 -5.395 -3.388
H -3.286 -4.992 -2.137
H -3.391 -3.087 -0.524
H -0.741 2.433 2.983
H -2.788 2.560 4.356
H -4.949 1.654 5.020
H -6.724 -0.054 4.821
H -6.419 -1.953 3.253
H -4.394 -2.104 1.863
C -0.665 8.010 0.988
C -0.354 6.584 0.603
C 0.944 6.107 0.545
C 1.236 4.783 0.243
C 2.642 4.350 0.315
O 3.014 3.330 0.856
C 3.697 5.267 -0.266
C 3.453 6.097 -1.357
C 4.468 6.883 -1.883
C 5.737 6.852 -1.322
C 5.992 6.013 -0.245
C 4.981 5.219 0.270
C 0.188 3.827 -0.074
O 0.443 2.644 -0.425
C -1.164 4.351 -0.001
C -1.376 5.685 0.335
C -2.337 3.491 -0.211
N -2.266 2.242 -0.478
C -3.477 1.451 -0.655
C -3.829 1.336 -2.133
Te -2.049 0.720 -3.303
C -1.695 2.770 -3.707
C -0.479 3.382 -3.424
C -0.287 4.730 -3.691
C -1.292 5.486 -4.276
C -2.490 4.872 -4.610
C -2.687 3.526 -4.328
C -3.677 4.165 -0.074
C -4.221 4.840 -1.162
C -5.492 5.390 -1.079
C -6.226 5.273 0.093
C -5.678 4.621 1.188
C -4.408 4.068 1.106
H 0.252 8.594 1.077
H -1.188 8.053 1.948
H -1.306 8.490 0.244
H 1.767 6.771 0.791
H 2.466 6.114 -1.800
H 4.274 7.516 -2.740
H 6.525 7.477 -1.724
H 6.988 5.972 0.182
H 5.165 4.542 1.095
H -2.391 6.058 0.400
H -4.322 1.829 -0.070
H -3.258 0.449 -0.288
H -4.224 2.287 -2.495
H -4.614 0.586 -2.261
H 0.338 2.812 -3.006
H 0.664 5.187 -3.439
H -1.140 6.540 -4.478
H -3.277 5.441 -5.094
H -3.628 3.058 -4.594
H -3.637 4.928 -2.070
H -5.913 5.899 -1.938
H -7.226 5.687 0.152
H -6.245 4.526 2.107
H -3.974 3.543 1.950
C 6.592 0.183 1.604
N 5.624 -0.798 1.130
C 5.262 -1.734 2.185
C 4.542 -0.200 0.425
S 3.007 -0.128 1.064
N 4.920 0.311 -0.760
C 6.159 -0.054 -1.419
C 4.058 1.158 -1.568
H 6.193 0.759 2.451
H 6.848 0.879 0.808
H 7.498 -0.335 1.925
H 6.180 -2.202 2.550
H 4.600 -2.495 1.778
H 4.741 -1.243 3.014
H 6.617 -0.903 -0.920
H 6.865 0.786 -1.427
H 5.936 -0.312 -2.456
H 3.249 1.549 -0.966
H 3.629 0.607 -2.402
H 4.657 1.982 -1.967
O 2.490 0.715 -4.900
Se 1.176 0.098 -4.193
O 1.188 -1.517 -4.290
O 1.135 0.552 -2.615
O -0.201 0.669 -4.893
```

Summary:
LUMO in eV: 3.93
Charge: -2
Energy relative to the best compared isomer or geometry (same formula, charge and spin) in eV: 0.000
E in eV: -161824.5270

***

5.
The following is a DFT calculation (the ωB97M-V functional and the def2-TZVPD basis) of a structure of composition C32H29Cl3F4N2O2PPb at a distorted geometry.

Geometry as XYZ:
```
74
C32H29Cl3F4N2O2PPb | OMol25 | the ωB97M-V functional and the def2-TZVPD basis
Pb -0.086 -0.083 1.289
C -0.178 -4.198 -0.925
C -0.175 -2.767 -0.396
N -0.219 -2.631 1.075
C -1.461 -3.223 1.619
C -1.723 -2.924 3.087
C 0.996 -3.130 1.731
C 1.534 -2.087 2.720
N 1.914 -0.858 2.048
C 3.110 -0.749 1.379
C 3.238 0.075 0.258
F 2.118 0.689 -0.201
C 4.421 0.290 -0.412
F 4.412 1.093 -1.484
C 5.590 -0.306 0.005
C 5.509 -1.116 1.121
F 6.611 -1.697 1.590
C 4.320 -1.343 1.789
F 4.368 -2.113 2.887
H 0.027 -4.186 -1.995
H -1.143 -4.680 -0.774
H 0.592 -4.801 -0.444
H -1.038 -2.229 -0.802
H 0.725 -2.252 -0.748
H -1.428 -4.309 1.482
H -2.285 -2.848 1.007
H -1.010 -3.434 3.734
H -2.715 -3.290 3.352
H -1.682 -1.857 3.308
H 1.765 -3.313 0.977
H 0.808 -4.070 2.255
H 2.372 -2.526 3.253
H 0.768 -1.837 3.451
H 6.530 -0.142 -0.501
C 0.925 -0.623 -4.758
C 1.723 0.342 -4.155
C 1.270 1.010 -3.031
C 0.005 0.725 -2.509
C -0.787 -0.251 -3.109
C -0.324 -0.917 -4.234
P -0.492 1.572 -0.988
C -0.760 3.314 -1.423
C -0.473 3.833 -2.684
C -0.752 5.163 -2.958
C -1.308 5.978 -1.983
C -1.583 5.464 -0.722
C -1.304 4.140 -0.436
C -2.152 0.969 -0.549
C -3.309 1.303 -1.262
C -4.532 0.818 -0.829
C -4.622 0.016 0.303
C -3.479 -0.328 1.022
C -2.284 0.178 0.571
H 1.280 -1.148 -5.634
H 2.703 0.572 -4.551
H 1.904 1.744 -2.549
H -1.768 -0.482 -2.711
H -0.946 -1.667 -4.707
H -0.057 3.202 -3.456
H -0.536 5.562 -3.940
H -1.526 7.014 -2.205
H -2.013 6.100 0.041
H -1.515 3.744 0.549
H -3.234 1.930 -2.142
H -5.427 1.081 -1.377
H -5.584 -0.340 0.649
H -3.553 -0.931 1.919
Cl 0.803 2.543 2.255
C -0.314 2.512 3.667
Cl 0.110 3.792 4.761
Cl -1.978 2.723 3.069
C -0.229 1.071 4.336
O -0.036 1.020 5.517
O -0.431 0.104 3.511
```

Summary:
LUMO in eV: -4.89
Charge: +1
Energy relative to the best compared isomer or geometry (same formula, charge and spin) in eV: 0.968
E in eV: -103695.6035

***

Question: Which of these has the lowest E?
Answer: C51H49N5O8SSeSrTe

***

Copy entry 5 word for word.
The following is a DFT calculation (the ωB97M-V functional and the def2-TZVPD basis) of a structure of composition C32H29Cl3F4N2O2PPb at a distorted geometry.

Geometry as XYZ:
```
74
C32H29Cl3F4N2O2PPb | OMol25 | the ωB97M-V functional and the def2-TZVPD basis
Pb -0.086 -0.083 1.289
C -0.178 -4.198 -0.925
C -0.175 -2.767 -0.396
N -0.219 -2.631 1.075
C -1.461 -3.223 1.619
C -1.723 -2.924 3.087
C 0.996 -3.130 1.731
C 1.534 -2.087 2.720
N 1.914 -0.858 2.048
C 3.110 -0.749 1.379
C 3.238 0.075 0.258
F 2.118 0.689 -0.201
C 4.421 0.290 -0.412
F 4.412 1.093 -1.484
C 5.590 -0.306 0.005
C 5.509 -1.116 1.121
F 6.611 -1.697 1.590
C 4.320 -1.343 1.789
F 4.368 -2.113 2.887
H 0.027 -4.186 -1.995
H -1.143 -4.680 -0.774
H 0.592 -4.801 -0.444
H -1.038 -2.229 -0.802
H 0.725 -2.252 -0.748
H -1.428 -4.309 1.482
H -2.285 -2.848 1.007
H -1.010 -3.434 3.734
H -2.715 -3.290 3.352
H -1.682 -1.857 3.308
H 1.765 -3.313 0.977
H 0.808 -4.070 2.255
H 2.372 -2.526 3.253
H 0.768 -1.837 3.451
H 6.530 -0.142 -0.501
C 0.925 -0.623 -4.758
C 1.723 0.342 -4.155
C 1.270 1.010 -3.031
C 0.005 0.725 -2.509
C -0.787 -0.251 -3.109
C -0.324 -0.917 -4.234
P -0.492 1.572 -0.988
C -0.760 3.314 -1.423
C -0.473 3.833 -2.684
C -0.752 5.163 -2.958
C -1.308 5.978 -1.983
C -1.583 5.464 -0.722
C -1.304 4.140 -0.436
C -2.152 0.969 -0.549
C -3.309 1.303 -1.262
C -4.532 0.818 -0.829
C -4.622 0.016 0.303
C -3.479 -0.328 1.022
C -2.284 0.178 0.571
H 1.280 -1.148 -5.634
H 2.703 0.572 -4.551
H 1.904 1.744 -2.549
H -1.768 -0.482 -2.711
H -0.946 -1.667 -4.707
H -0.057 3.202 -3.456
H -0.536 5.562 -3.940
H -1.526 7.014 -2.205
H -2.013 6.100 0.041
H -1.515 3.744 0.549
H -3.234 1.930 -2.142
H -5.427 1.081 -1.377
H -5.584 -0.340 0.649
H -3.553 -0.931 1.919
Cl 0.803 2.543 2.255
C -0.314 2.512 3.667
Cl 0.110 3.792 4.761
Cl -1.978 2.723 3.069
C -0.229 1.071 4.336
O -0.036 1.020 5.517
O -0.431 0.104 3.511
```

Summary:
LUMO in eV: -4.89
Charge: +1
Energy relative to the best compared isomer or geometry (same formula, charge and spin) in eV: 0.968
E in eV: -103695.6035